The following is a DFT calculation (wB97M-V/def2-TZVPD) of a 12-piece molecular cluster, C27H50Cl10F2O5S5 overall.

- E_LUMO (eV) = 0.3
- 2S+1 = 1
- energy above the lowest of the compared OMol25 structures with the same formula, charge and spin (eV) = 0.000
- E_HOMO (eV) = -8.27
- total charge = 0

Each atom is followed by the atoms it is bonded to, with distances in Å.
CARTESIAN COORDINATES (ANGSTROEM)
1 C 0.07 4.57 2.70  S35 1.763, H46 1.128, H60 1.090, H69 1.094
2 H -1.15 -1.41 0.09  C33 1.086
3 H -3.07 -2.32 3.02  C72 1.079
4 F 4.71 -1.97 0.49  C23 1.349
5 H -2.19 3.47 -1.76  C63 1.104
6 C 1.53 0.94 4.17  H19 1.122, H62 1.066, H76 1.100, S78 1.721
7 H -2.56 -4.27 -6.10  C88 1.088
8 Cl -5.96 -2.58 -2.01  C34 1.741
9 H -2.95 -4.19 3.48  C72 1.145
10 C 0.40 0.03 0.56  C33 1.347, C44 1.376, F45 1.372
11 H -3.07 -0.58 2.19  C74 1.040
12 H 1.22 2.80 -1.05  C50 1.067
13 S 4.66 3.74 1.71  O21 1.514, C43 1.792, C87 1.763
14 C 3.54 -1.23 -1.37  H17 1.109, C23 1.379, C81 1.390
15 H 2.28 -0.67 -3.01  C81 1.048
16 H 1.27 -3.05 1.27  C67 1.068
17 H 3.57 -0.21 -0.93  C14 1.109
18 H -1.89 6.78 0.62  C53 1.080
19 H 0.61 1.41 4.59  C6 1.122
20 O -3.30 -2.19 0.47  S80 1.526
21 O 3.51 2.98 2.34  S13 1.514
22 Cl -0.63 -0.82 -7.04  C83 1.837
23 C 4.16 -2.27 -0.70  F4 1.349, C14 1.379, C91 1.358
24 Cl -2.11 0.40 -4.99  C83 1.756
25 C -0.79 0.11 -1.46  C33 1.443, H42 1.071, C95 1.360
26 O -0.64 -2.79 -4.37  S32 1.488
27 H -4.50 -0.90 -1.23  C34 1.052
28 O 0.16 4.97 0.17  S35 1.488
29 C -2.26 -3.64 -2.46  S32 1.803, H49 1.074, H57 1.099, H65 1.134
30 H 0.04 -0.68 -4.78  C83 1.053
31 H -1.59 -5.27 -4.96  C88 1.094
32 S -2.08 -3.10 -4.17  O26 1.488, C29 1.803, C88 1.748
33 C -0.54 -0.57 -0.21  H2 1.086, C10 1.347, C25 1.443
34 C -5.48 -0.95 -1.60  Cl8 1.741, H27 1.052, H52 1.109, Cl75 1.832
35 S -0.87 4.80 1.22  C1 1.763, O28 1.488, C53 1.758
36 H -1.62 -3.24 2.72  C72 1.088
37 H 3.71 -4.68 -2.91  C82 1.048
38 H 4.44 -0.62 5.18  C66 1.030
39 H -4.16 0.08 3.36  C74 1.086
40 H 4.98 -4.20 -0.92  C91 1.059
41 H 0.04 0.92 -5.61  C83 1.061
42 H -1.49 -0.29 -2.16  C25 1.071
43 C 4.05 5.30 1.08  S13 1.792, H64 1.107, H71 1.080, H99 1.109
44 C 1.09 1.19 0.31  C10 1.376, C50 1.419, H73 1.106
45 F 0.61 -0.52 1.80  C10 1.372
46 H -0.56 4.11 3.51  C1 1.128
47 H 4.60 0.74 4.15  C66 1.077
48 H 2.21 -3.03 -3.94  C58 1.104
49 H -1.65 -3.04 -1.80  C29 1.074
50 C 0.76 1.85 -0.89  H12 1.067, C44 1.419, C95 1.384
51 Cl -1.95 -0.08 4.13  C74 1.695
52 H -5.55 -0.31 -2.50  C34 1.109
53 C -1.37 6.46 1.51  H18 1.080, S35 1.758, H54 1.082, H90 1.090
54 H -1.93 6.62 2.43  C53 1.082
55 H -0.37 1.79 -2.64  C95 1.040
56 H -0.95 4.92 -1.61  C63 1.144
57 H -3.30 -3.54 -2.14  C29 1.099
58 C 2.81 -2.71 -3.07  H48 1.104, C81 1.385, C82 1.408
59 H 3.50 -0.60 3.76  C66 1.054
60 H 0.98 4.01 2.47  C1 1.090
61 H -3.38 -4.90 -4.61  C88 1.105
62 H 1.92 1.65 3.47  C6 1.066
63 C -1.85 4.45 -2.14  H5 1.104, H56 1.144, Cl70 1.744, Cl96 1.807
64 H 3.67 5.79 1.99  C43 1.107
65 H -1.98 -4.74 -2.48  C29 1.134
66 C 3.92 -0.01 4.53  H38 1.030, H47 1.077, H59 1.054, S78 1.762
67 C 1.43 -4.06 0.96  H16 1.068, Cl68 1.842, H85 1.099, Cl86 1.806
68 Cl -0.15 -4.96 0.67  C67 1.842
69 H 0.41 5.47 3.22  C1 1.094
70 Cl -3.19 5.56 -1.97  C63 1.744
71 H 4.87 5.83 0.60  C43 1.080
72 C -2.71 -3.31 2.79  H3 1.079, H9 1.145, H36 1.088, S80 1.776
73 H 1.77 1.60 1.09  C44 1.106
74 C -3.16 0.11 2.95  H11 1.040, H39 1.086, Cl51 1.695, Cl93 1.818
75 Cl -6.46 -0.40 -0.16  C34 1.832
76 H 1.26 -0.06 3.81  C6 1.100
77 O 2.05 -0.40 6.30  S78 1.461
78 S 2.61 0.67 5.48  C6 1.721, C66 1.762, O77 1.461
79 H 5.16 1.84 0.70  C87 1.095
80 S -3.30 -3.56 1.14  O20 1.526, C72 1.776, C89 1.806
81 C 2.83 -1.43 -2.54  C14 1.390, H15 1.048, C58 1.385
82 C 3.60 -3.72 -2.49  H37 1.048, C58 1.408, C91 1.407
83 C -0.45 0.01 -5.41  Cl22 1.837, Cl24 1.756, H30 1.053, H41 1.061
84 H -5.26 -3.09 2.46  C89 1.079
85 H 2.08 -4.14 0.08  C67 1.099
86 Cl 2.21 -4.96 2.31  C67 1.806
87 C 5.04 2.83 0.25  S13 1.763, H79 1.095, H97 1.088, H98 1.058
88 C -2.43 -4.57 -5.06  H7 1.088, H31 1.094, S32 1.748, H61 1.105
89 C -5.02 -3.76 1.65  S80 1.806, H84 1.079, H92 1.131, H94 1.128
90 H -0.47 7.04 1.71  C53 1.090
91 C 4.30 -3.48 -1.30  C23 1.358, H40 1.059, C82 1.407
92 H -5.12 -4.82 2.03  C89 1.131
93 Cl -3.03 1.70 2.07  C74 1.818
94 H -5.64 -3.52 0.74  C89 1.128
95 C -0.15 1.27 -1.76  C25 1.360, C50 1.384, H55 1.040
96 Cl -1.60 4.34 -3.92  C63 1.807
97 H 5.90 3.24 -0.28  C87 1.088
98 H 4.19 2.88 -0.39  C87 1.058
99 H 3.19 5.12 0.41  C43 1.109